Density functional theory data (ωB97M-V/def2-TZVPD) for a 12-piece molecular cluster, C50H56B2F16O34 overall in a non-equilibrium geometry.

Element x y z (Å)
O  2.33470  -2.57320  0.75946
C  1.45992  -1.79168  0.49607
O  1.37999  -0.52793  0.76040
B  0.12438  0.05865  0.25157
O  -0.53886  -1.06518  -0.44799
C  0.18450  -2.18917  -0.29344
O  -0.09133  -3.27678  -0.68988
O  0.54736  1.06934  -0.75434
C  0.09594  2.24772  -0.44314
O  0.19580  3.29516  -1.02076
C  -0.81776  2.06809  0.77701
O  -0.72107  0.81130  1.16207
O  -1.42805  2.93034  1.34802
O  4.15009  -3.73462  -4.12328
C  4.19924  -4.19546  -3.01477
O  4.91132  -3.73676  -2.01199
B  4.91798  -4.73293  -0.90144
O  3.89885  -5.71376  -1.30739
C  3.47517  -5.45183  -2.54053
O  2.67240  -6.10074  -3.14318
O  6.20633  -5.46516  -0.75870
C  6.68177  -5.18849  0.45798
O  7.63145  -5.73339  0.93865
C  5.69166  -4.24039  1.18642
O  4.65562  -4.03813  0.36943
O  5.84275  -3.75972  2.26501
O  3.01741  0.85843  -5.65835
C  2.71430  0.00268  -4.87579
O  1.54860  -0.65973  -4.93582
C  1.38398  -1.55840  -3.82532
C  2.42568  -1.06301  -2.81506
C  3.51655  -0.52307  -3.69644
H  1.62102  -2.56592  -4.16840
H  0.41485  -1.43646  -3.35167
H  2.67652  -1.84440  -2.09515
H  1.89036  -0.28241  -2.26739
H  4.20568  -1.34211  -3.94118
H  4.27432  0.12073  -3.24803
O  2.16835  3.46303  -6.23985
C  2.01990  4.23525  -5.34484
O  2.31352  5.55952  -5.49383
C  1.90918  6.28697  -4.33224
C  0.97569  5.33142  -3.66103
C  1.59776  3.95745  -3.88174
H  1.33254  7.16999  -4.62151
H  2.67974  6.71167  -3.68276
H  0.07016  5.41389  -4.27247
H  0.63648  5.46349  -2.63282
H  0.91527  3.12713  -3.73926
H  2.54357  3.70195  -3.40017
O  1.35273  -9.05794  0.37429
C  1.08214  -7.90135  0.57397
O  2.00488  -7.03694  0.95435
C  1.46181  -5.76405  1.30047
C  -0.01430  -6.08714  1.55370
C  -0.29001  -7.15627  0.51215
H  1.69214  -5.20297  0.39123
H  1.99500  -5.30540  2.12956
H  -0.64525  -5.21084  1.39299
H  -0.22219  -6.41773  2.57194
H  -0.48806  -6.72695  -0.47416
H  -1.19455  -7.75491  0.60230
O  -1.45039  8.44217  0.01865
C  -0.98093  7.81482  0.90754
O  -0.56322  8.35260  2.10615
C  0.02247  7.33776  2.94934
C  -0.46131  6.00244  2.35172
C  -0.88749  6.28078  0.93466
H  -0.41153  7.54240  3.92546
H  1.10998  7.40749  2.96027
H  -1.21314  5.54229  2.99270
H  0.29658  5.21701  2.35193
H  -1.82018  5.79499  0.66829
H  -0.10741  5.93428  0.25660
O  6.30781  0.76853  2.50153
C  6.06839  0.03789  1.58374
O  7.02332  -0.46439  0.76040
C  6.44873  -1.17984  -0.34124
C  4.97976  -0.83471  -0.33015
C  4.73387  -0.49892  1.14474
H  6.60094  -2.25190  -0.20899
H  6.98170  -0.93606  -1.25982
H  4.40187  -1.70893  -0.62904
H  4.68640  -0.08928  -1.07200
H  4.57744  -1.42868  1.70800
H  3.82512  -0.00553  1.47426
O  -4.07981  7.83023  -1.37869
C  -3.89270  6.68392  -1.68737
O  -3.70898  5.75356  -0.75340
C  -3.33775  4.47200  -1.31810
C  -3.56740  4.61793  -2.84495
C  -3.72583  6.13630  -3.06470
H  -4.09490  3.77113  -0.97317
H  -2.31727  4.20587  -1.05669
H  -4.45809  4.07985  -3.16417
H  -2.70851  4.15149  -3.32604
H  -4.59603  6.35089  -3.68219
H  -2.85222  6.47311  -3.62008
O  -1.71454  4.40588  5.18632
C  -2.53825  3.62047  4.82136
O  -3.84757  3.91585  4.64759
C  -4.64865  2.73907  4.45050
C  -3.67868  1.65844  3.99735
C  -2.32332  2.12688  4.54356
H  -5.34628  2.90063  3.62968
H  -5.13379  2.57280  5.41018
H  -3.48437  1.57689  2.92930
H  -4.02937  0.69835  4.37297
H  -1.49720  1.94157  3.86752
H  -2.13396  1.59149  5.47620
O  2.62109  0.10090  4.56269
C  2.20874  1.14515  4.14459
O  1.17789  1.82046  4.66557
C  0.95866  3.10585  4.04580
C  2.27566  3.34478  3.32569
C  2.75536  1.93182  3.00423
H  0.87182  3.75936  4.90979
H  0.08038  3.10042  3.40418
H  2.88665  3.93331  4.00944
H  2.17961  3.88747  2.38347
H  3.82743  1.77851  2.89719
H  2.26268  1.50925  2.12203
C  -4.10714  -1.60417  2.33156
C  -2.92063  -2.54595  2.50143
C  -1.67235  -1.82464  3.02125
F  -1.91299  -1.06371  4.10693
F  -0.63552  -2.63293  3.37769
F  -3.33282  -3.46766  3.42983
F  -2.67565  -3.22483  1.35580
O  -3.78294  -0.49426  1.48552
C  -4.95434  0.00925  0.91541
C  -4.67160  1.27555  0.10595
F  -3.79776  1.01693  -0.87520
F  -5.82652  1.68691  -0.47274
F  -5.52306  -0.92116  0.14238
F  -5.78953  0.33088  1.94244
H  -4.37549  -1.26523  3.33655
H  -4.99872  -2.18819  2.09996
H  -1.35652  -1.20246  2.18151
H  -4.32539  2.07429  0.76457
C  -2.38821  -5.10442  -2.83045
C  -2.53948  -3.62431  -3.11434
C  -3.32492  -2.88124  -2.01352
F  -3.65554  -1.61916  -2.38870
F  -4.34799  -3.42177  -1.30421
F  -1.34292  -3.05774  -3.27663
F  -3.24079  -3.52977  -4.29401
O  -3.67065  -5.65505  -2.52234
C  -3.71937  -6.79725  -1.76254
C  -3.82675  -6.47935  -0.26352
F  -3.95048  -7.58195  0.51140
F  -2.79907  -5.73388  0.15032
F  -4.74480  -7.52192  -2.18469
F  -2.60329  -7.55016  -1.96909
H  -1.63679  -5.31454  -2.06657
H  -2.01217  -5.61559  -3.71854
H  -2.54885  -2.74053  -1.24879
H  -4.79415  -5.96992  -0.16992

Atomic forces in eV per Å
O -0.504 0.803 0.028
C 0.190 -2.292 -0.426
O -0.294 1.541 1.188
B 0.903 -0.531 -1.610
O -0.262 -0.233 0.510
C 0.176 0.819 0.225
O -0.304 -0.249 -0.149
O 0.415 0.322 -0.402
C -1.240 0.274 -0.302
O 0.493 0.042 -0.172
C 0.522 0.430 0.720
O -0.294 -0.683 0.625
O -0.308 -0.121 -0.145
O -0.152 0.133 0.071
C 0.192 0.117 -0.572
O 0.502 0.076 0.187
B -0.227 -0.297 -0.304
O -0.241 0.287 -0.095
C -0.181 -0.661 0.829
O -0.139 0.105 -0.313
O -0.372 1.249 0.523
C -0.149 -1.236 -0.214
O 0.295 0.451 0.249
C -0.085 0.101 -0.598
O 0.593 -0.560 -0.094
O 0.027 0.062 0.335
O -0.065 -0.346 0.061
C 1.180 0.175 0.061
O -0.858 0.047 -0.186
C 1.146 0.152 0.435
C -0.950 -0.186 0.627
C 0.925 -0.605 0.466
H -0.384 -0.070 0.019
H -0.313 -0.240 -0.639
H 0.309 0.014 -0.165
H 0.481 0.245 0.141
H -0.595 -0.264 -0.780
H -0.744 0.862 -0.035
O -0.201 0.433 -0.126
C 0.349 -1.536 0.216
O 0.356 0.641 0.265
C -0.768 1.038 0.466
C -0.890 -0.774 1.315
C 0.022 0.721 -1.792
H 0.151 -0.049 -0.456
H 0.687 -0.722 -0.340
H -0.168 -0.507 0.113
H 0.473 0.561 0.048
H 0.011 -0.044 -0.348
H -0.127 0.438 0.573
O -0.449 0.206 -0.161
C -1.016 -0.593 -0.461
O 1.106 -0.533 0.879
C -0.285 -0.011 -0.761
C -0.660 1.308 -0.487
C 0.530 -0.470 -0.101
H -0.676 0.700 0.334
H 0.077 -0.301 0.078
H 0.111 0.081 0.033
H 0.320 -0.227 0.013
H 0.812 0.259 -0.086
H 0.397 -0.475 0.751
O 0.151 1.003 -0.333
C -0.484 -1.294 0.499
O 0.303 -0.174 -1.002
C -0.876 -0.268 -0.436
C 0.435 -1.209 1.042
C 0.525 0.654 0.580
H 0.355 -0.254 0.187
H -0.011 0.290 -0.021
H -0.432 0.404 -0.204
H 0.362 0.343 0.091
H -0.068 0.344 -0.122
H -0.120 0.161 -0.280
O 0.374 0.155 0.125
C -0.681 -0.130 -0.127
O 0.440 0.428 0.195
C 0.103 -0.290 -0.138
C -1.222 -0.679 -0.247
C -0.068 -0.828 -0.027
H 0.020 0.043 0.304
H -0.025 0.366 0.090
H 0.068 -0.052 0.158
H 0.282 0.509 0.415
H 0.477 -0.296 -0.207
H 0.318 0.820 -0.506
O -0.490 -0.302 -0.319
C 0.714 1.886 0.258
O 0.307 -1.071 0.386
C -1.429 0.382 -0.787
C 0.353 -0.174 0.353
C 0.129 -1.668 -0.928
H 0.459 -0.233 0.501
H -0.035 0.067 0.221
H 0.002 -0.061 0.116
H -0.089 0.276 -0.406
H -0.024 0.189 0.111
H 0.017 0.670 0.445
O -0.238 0.425 -0.118
C 0.144 -1.344 0.012
O 0.055 0.677 -0.062
C 0.654 0.267 -0.907
C 0.860 -0.229 0.272
C -0.822 -0.289 0.710
H -0.359 0.446 0.413
H -0.209 -0.430 -0.164
H -0.866 0.187 -0.157
H 0.340 -0.113 -0.053
H -0.006 0.065 0.022
H 0.394 0.361 0.140
O -0.523 0.031 0.226
C 0.889 -0.428 -0.137
O -1.220 -0.475 0.665
C 0.986 -0.349 0.592
C -0.111 0.351 -1.096
C 0.296 0.240 0.094
H -0.599 0.349 -0.384
H -0.020 -0.045 0.124
H 0.554 -0.340 -0.229
H -0.152 0.332 0.218
H -0.003 0.093 0.055
H 0.044 0.291 -0.165
C 0.139 -0.033 1.280
C -0.793 -0.362 0.805
C 1.318 0.108 -0.918
F -0.736 0.090 -0.010
F -0.761 -0.305 -0.481
F 0.064 -0.002 -0.101
F 0.408 0.391 0.245
O -1.286 -0.271 -0.661
C 1.502 -0.440 0.660
C -0.096 0.232 0.158
F 0.260 -0.034 0.076
F -0.173 -0.086 0.056
F -0.469 0.069 0.074
F -0.534 0.009 -0.447
H 0.449 0.363 0.011
H 0.272 -0.043 -0.991
H 0.209 0.276 0.230
H 0.299 -0.009 -0.057
C 0.796 -0.896 0.041
C -2.320 -1.195 -0.390
C 2.633 1.592 2.415
F -0.549 -0.404 -0.653
F -0.489 -0.376 -1.218
F -0.171 0.185 -0.021
F 0.242 0.284 -0.062
O -0.289 -0.230 0.270
C 1.877 0.236 -0.389
C -2.056 0.169 -0.313
F 0.602 -0.320 -0.162
F 0.046 -0.008 -0.061
F -0.760 -0.106 0.199
F 0.080 -0.082 0.035
H -0.229 0.410 0.282
H -0.002 0.350 -0.213
H 0.096 -0.050 -0.050
H 0.350 0.538 0.233

As for the charge: -2. Its HOMO energy is -6.018 eV. The HOMO-LUMO gap is 8.922 eV.